[1]
C35H42Br2N5O2 | wB97M-V/def2-TZVPD

Output
* HOMO energy: -10.93 eV
* energy above the lowest of the compared OMol25 structures with the same formula, charge and spin: 392.29 kcal per mole

The geometry in ORCA input format:
```
! wB97M-V def2-TZVPD RIJCOSX def2/J DEFGRID3
* xyz 1 1
Br 3.9393 0.9442 2.6986
Br 0.0810 2.4470 0.2965
O 6.1271 -3.9738 0.0951
O -2.0026 -0.5925 3.8327
N 1.2906 -2.4377 -0.4564
N 0.8315 -1.2539 0.1636
N 3.6872 -2.8691 -1.4036
N -3.3239 -2.4707 2.7682
N 3.0632 -0.6575 -0.4065
C -5.4089 -0.5312 -1.1536
C -3.9780 -1.9286 1.4860
C -4.8718 -2.1077 -1.2315
C -6.7933 4.6994 -3.0518
C 1.7027 1.4142 0.8459
C 2.7251 -2.0792 -0.8036
C -3.5910 -6.3950 -5.7627
C 6.0777 6.4130 2.9134
C 5.4263 5.2763 2.4356
C -6.8829 5.5509 -1.9509
C 7.2435 -1.6597 0.0181
C 6.3253 5.3615 5.0741
C 1.7208 2.7894 3.2479
C 6.5302 6.4545 4.2325
C -2.2581 -5.9867 -5.7233
C 1.9509 1.3463 2.4809
C -5.9089 5.5049 -0.9532
C -4.5068 -0.3540 1.5880
C -1.7757 -5.2874 -4.6166
C 5.2296 4.1797 3.2745
C 5.1103 -2.3129 -1.6208
C -4.7645 3.7464 -2.1509
C -2.0515 -1.6267 2.9871
C -0.6911 -2.0779 2.1511
C -0.5827 -1.2538 0.6998
C -4.1586 -2.8254 0.0997
C 1.8080 -0.1008 0.2285
C 5.6772 4.2234 4.5951
C -4.8491 4.6043 -1.0547
C -5.2072 0.3362 0.2370
C -5.7354 3.7961 -3.1515
C 5.8631 -2.5285 -0.1430
C -3.9635 -5.3920 -3.5968
C -2.6282 -4.9918 -3.5533
C -4.4444 -6.0961 -4.7010
H 2.6407 2.0128 0.4132
H -7.7101 6.2506 -1.8709
H 0.7716 -3.3425 -0.5823
H -0.8714 -3.2203 1.8594
H -7.5490 4.7392 -3.8325
H 5.1157 -1.1990 -1.9788
H 5.6581 -4.2859 0.9300
H -5.6670 3.1311 -4.0083
H 0.2941 -2.0132 2.7857
H -5.0064 -2.7212 -2.2320
H -3.9653 -6.9459 -6.6220
H -5.9764 6.1710 -0.0970
H 5.5207 3.3705 5.2503
H -0.7358 -4.9734 -4.5836
H 6.2330 7.2666 2.2589
H -5.9223 0.0260 -2.0561
H -4.3797 0.2283 2.6015
H 2.4909 2.7922 4.1584
H -1.1051 -0.2072 0.7297
H 8.1212 -2.1118 -0.6110
H 2.0184 3.6852 2.5558
H -4.0250 -2.2135 3.5226
H -3.7543 -3.9398 0.0584
H -4.0888 4.5703 -0.2784
H 7.5744 -1.7681 1.1601
H -5.4840 -6.4114 -4.7336
H 7.0412 7.3385 4.6041
H 4.7270 3.2922 2.9003
H 5.7228 -2.9312 -2.4130
H 7.0437 -0.5199 -0.1561
H -1.5951 -6.2139 -6.5537
H 1.4035 0.4489 3.0057
H -5.5735 1.4441 0.3287
H 0.6549 2.8637 3.7259
H 6.6718 5.3963 6.1040
H -1.2234 -1.9146 -0.0600
H -3.9422 3.0401 -2.2264
H 3.5339 -3.8711 -1.6892
H 5.0723 5.2448 1.4080
H 5.1129 -2.2011 0.7209
H -4.6287 -5.1567 -2.7707
H -2.2517 -4.4482 -2.6902
*
```



[2]
C33H58Br2Cl34F3N4OS | wB97M-V/def2-TZVPD

Output
* HOMO energy: -11.81 eV

The geometry in ORCA input format:
```
! wB97M-V def2-TZVPD RIJCOSX def2/J DEFGRID3
* xyz 1 1
Br -1.6247 4.4829 -3.0031
Br -0.2104 1.3321 -3.7126
Cl 6.8760 8.7314 2.7554
Cl -7.3811 -1.8841 -5.2379
Cl 9.2361 -3.0659 -2.0089
Cl 2.7317 -6.8047 3.4181
Cl -7.7043 0.9160 4.6718
Cl -5.9107 2.5235 3.0127
Cl -7.3540 -2.7722 4.4843
Cl -4.0403 3.4579 -8.3074
Cl 9.8063 -10.3881 -1.7764
Cl -9.7106 0.4438 -0.8099
Cl -3.5405 6.5912 3.1845
Cl -3.7494 -3.1414 3.7147
Cl 5.7603 -7.6556 -1.9877
Cl -1.9603 -1.8706 1.7874
Cl -10.0771 -3.5103 5.2434
Cl -8.7348 4.1637 -2.7075
Cl -6.6358 0.4312 -3.6258
Cl 5.1189 6.9363 4.2461
Cl 4.4102 -6.0566 1.1452
Cl -0.3190 -4.7359 -0.6495
Cl 7.0008 -4.8462 -1.3019
Cl 4.1969 4.8842 1.2505
Cl -6.3119 1.8917 -7.3411
Cl 7.5818 -0.1572 -3.9480
Cl -5.3559 5.3212 5.0875
Cl -4.6870 0.1449 0.3896
Cl 1.1974 -2.4892 0.4378
Cl -11.3990 1.5572 -2.9228
Cl 8.2540 -9.5346 -4.1227
Cl 1.7001 4.0409 2.4661
Cl -6.3061 -2.0103 -0.7252
Cl -7.1663 4.4197 -5.1611
Cl 6.2616 -2.6815 -3.2923
Cl 7.2215 -8.4362 0.4171
S 1.7243 0.8043 -0.4137
F -3.4701 3.0028 -1.7056
F -2.6619 0.5290 -2.7475
F -2.7060 2.0688 -4.2806
O 5.7528 -1.3701 0.6662
N 0.1425 1.3861 3.1498
N -0.4661 1.2481 0.9887
N 2.4488 0.9637 2.9010
N 0.9083 1.0518 1.0441
C -0.8644 1.4492 2.2448
C 2.5075 1.1402 4.3778
C 1.2460 1.1197 2.3752
C -9.0083 -2.1986 4.7384
C 3.2756 -5.4863 2.3782
C 7.0701 -8.6483 -1.3330
C 4.4663 1.8632 1.5834
C 5.9880 0.8951 -0.3365
C -4.1503 2.7494 1.2999
C 5.9176 1.3903 1.1343
C -4.8416 -1.0441 -0.9154
C 5.5509 -0.5834 -0.5174
C -2.2443 1.6950 2.8541
C 3.7437 0.6414 2.2426
C -3.6506 -2.1709 2.2460
C -4.9550 2.9324 -6.8882
C -2.0430 1.6662 -3.1619
C -8.0890 3.3265 -4.1225
C 4.9022 -2.5001 0.6961
C 9.5833 -10.5453 -3.5231
C 2.7571 5.4109 2.1194
C -3.2233 2.4440 1.9873
C 5.2934 7.9556 2.8069
C -5.2273 6.3414 3.6496
C -7.1155 2.5447 4.3170
C -2.1758 2.8029 -2.0995
C -1.3154 1.2291 -0.2005
C -10.1375 0.3864 -2.5252
C 1.1161 -3.7283 -0.8303
C 6.2286 -1.2363 -4.3109
C -1.2702 2.6507 -0.8560
C 8.1673 -3.6387 -0.7217
C -6.0628 -1.0440 -4.4255
H -9.2542 0.6115 -3.1115
H 9.3622 -11.5824 -3.7536
H -8.9997 -1.4363 5.5110
H 5.2849 1.5394 -0.9103
H 1.0836 -3.2368 -1.7977
H -5.7490 5.8569 2.8296
H 5.3869 -3.3376 1.2394
H 6.5726 2.2755 1.2712
H 6.2897 -1.5389 -5.3515
H 5.1775 7.3365 1.9234
H -10.4958 -0.6100 -2.7643
H 3.0601 5.8655 3.0574
H -2.6757 0.7629 3.2761
H 6.8594 -9.6905 -1.5445
H -5.6328 -1.7042 -3.6774
H 4.6287 2.6771 2.3099
H 3.7706 -4.7380 2.9904
H 3.5867 -0.1994 1.5354
H -4.1450 -1.2215 2.4169
H -2.3524 0.9557 0.0645
H 10.5000 -10.2428 -4.0189
H -7.9546 3.1639 4.0141
H -5.3442 3.8072 -6.3729
H 3.9264 2.2837 0.7200
H -1.5349 3.4301 -0.1129
H 6.2755 0.6291 1.8530
H -4.8856 -0.5156 -1.8609
H -2.0618 2.3467 3.7357
H 4.4983 -0.6876 -0.8774
H -4.2942 2.3782 -6.2316
H -9.3807 -1.7806 3.8083
H -5.6801 7.3045 3.8617
H -0.2296 2.8557 -1.1649
H -4.9773 2.9671 0.6368
H -8.9147 2.9144 -4.6963
H 4.4061 0.2276 3.0272
H 1.9952 0.2690 4.8361
H 2.4111 -5.0492 1.8862
H -3.9775 -1.7046 -0.8972
H 7.6213 -2.7910 -0.3145
H 6.1737 -1.0419 -1.3140
H -6.6564 2.9537 5.2088
H -7.4318 2.5282 -3.7880
H 5.2992 -0.7026 -4.1347
H 3.9324 -2.3107 1.1894
H 3.5494 1.1457 4.7351
H 7.9991 -8.3566 -1.8029
H -5.3106 -0.7722 -5.1603
H 8.7764 -4.0940 0.0527
H 1.9117 2.0509 -0.9693
H 4.6753 -2.8600 -0.3344
H 7.0045 1.0118 -0.7631
H -4.1427 -2.7043 1.4380
H 2.0006 -4.3569 -0.7615
H 2.0220 2.0876 4.6798
H 4.5259 8.7236 2.8276
H 2.2186 6.1338 1.5139
H -0.9909 0.4490 -0.9193
*
```



[3]
C4H10N2O2 | wB97M-V/def2-TZVPD

Output
* HOMO energy: -8.26 eV
* energy above the lowest of the compared OMol25 structures with the same formula, charge and spin: 138.19 kcal per mole

The geometry in ORCA input format:
```
! wB97M-V def2-TZVPD RIJCOSX def2/J DEFGRID3
* xyz 0 1
O 1.4541 -1.4582 0.3403
O 1.8578 1.4728 -1.4556
N 1.4851 0.6948 1.1759
N 1.1452 -0.1035 0.0899
C -1.0165 0.1648 -0.2642
C 1.4349 0.3580 -1.2564
C -1.5349 -1.2381 -0.3994
C -1.4774 1.0409 0.6514
H -0.8632 -1.8447 -1.0065
H 0.6650 1.2459 1.4358
H -1.6472 -1.7015 0.5791
H 1.2396 -1.5937 1.2786
H -2.4983 -1.2239 -0.9082
H -2.1800 0.7161 1.4049
H 2.2450 1.3255 0.9245
H -1.2081 2.0860 0.6275
H -0.6001 0.5600 -1.2784
H 1.4991 -0.5014 -1.9389
*
```



[4]
C6H8N2S3 | wB97M-V/def2-TZVPD

Output
* HOMO energy: -7.89 eV
* energy above the lowest of the compared OMol25 structures with the same formula, charge and spin: 30.23 kcal per mole

The geometry in ORCA input format:
```
! wB97M-V def2-TZVPD RIJCOSX def2/J DEFGRID3
* xyz 0 1
S 1.2995 -2.0641 0.7650
S 2.9538 0.8891 0.3481
S -3.2275 0.5470 0.1026
N -0.7908 -0.6328 0.2488
N -0.9485 1.6849 0.4091
C 0.5272 -0.5983 0.4523
C 1.2139 0.6887 0.4072
C -3.4389 -1.2296 0.0007
C -1.4873 0.4379 0.3002
C 3.5143 -0.2212 -0.9796
C 0.4259 1.7962 0.4501
H 3.2998 0.1445 -1.8969
H -1.5783 2.4010 0.7075
H 0.9557 2.6821 0.5099
H -2.7736 -1.8077 0.6893
H 2.9121 -1.2288 -0.8565
H -3.2254 -1.6521 -1.1008
H 4.6482 -0.1963 -0.9787
H -4.2800 -1.6406 0.4219
*
```